1.
The following is a quantum chemistry calculation of a structure of composition C3H3CoFO3 in a non-equilibrium geometry, from OMol25.

Frontier orbital gap (spin up / spin down)   7.15 / 6.28 eV
Expectation value of S²   8.76
Maximum force   4.712 eV/Å
Total charge   +2
Multiplicity   6
Highest occupied orbital energy (spin up / spin down)   -18.0 / -22.3 eV

Positions of all 11 atoms, in Å:
C: -0.1660 0.7340 -1.6231
C: -0.0946 1.7534 -0.5453
O: 0.4085 1.1435 0.6716
C: -0.2122 0.0255 1.0199
O: 0.2853 -0.6909 1.9464
O: -0.8116 -0.6204 0.0296
Co: -0.5993 -2.1485 1.1071
F: 1.0194 0.2114 -1.9952
H: -0.9915 0.5833 -2.3175
H: -1.1029 2.1361 -0.3463
H: 0.6184 2.5495 -0.7843



2.
The following is a quantum chemistry calculation of a structure of composition C3H3CuFO3 in a non-equilibrium geometry, from OMol25.

Frontier orbital gap (spin up / spin down)   6.96 / 6.75 eV
Expectation value of S²   0.77
Maximum force   4.339 eV/Å
Multiplicity   2
Highest occupied orbital energy (spin up / spin down)   -8.6 / -8.6 eV
Relative energy (zero: lowest compared OMol25 entry of this formula, charge and spin)   15.27 kcal/mol

Positions of all 11 atoms, in Å:
O: 1.6605 1.5374 -0.5467
C: 1.4057 0.3750 -0.1892
O: 1.6433 -0.1056 0.9500
O: 0.8322 -0.4876 -1.0507
Cu: 1.1958 -2.1658 0.5401
C: 0.1391 -0.0126 -2.6800
C: -1.2619 0.1788 -2.7463
H: 0.4779 -0.8224 -3.3320
H: 0.7258 0.8882 -2.8948
F: -1.7612 1.3677 -2.3656
H: -2.0080 -0.6175 -2.7307



3.
The following is a quantum chemistry calculation of a cluster of 2 separate species, C3H3F in total in a non-equilibrium geometry, from OMol25.

Frontier orbital gap   8.99 eV
Maximum force   4.843 eV/Å
Highest occupied orbital energy   -9.9 eV
Relative energy (zero: lowest compared OMol25 entry of this formula, charge and spin)   82.73 kcal/mol

Positions of all 7 atoms, in Å:
C: 1.7678 1.0669 -0.0034
C: 0.8988 0.2382 -0.0025
C: -1.4204 -0.2943 -0.0474
F: -1.9469 0.9554 0.0230
H: 2.6667 1.4961 0.1996
H: -1.3579 -0.8107 -1.0122
H: -1.7188 -0.9367 0.7783



4.
The following is a quantum chemistry calculation of a cluster of 2 separate species, C3H3F in total in a non-equilibrium geometry, from OMol25.

Frontier orbital gap (spin up / spin down)   7.97 / 10.25 eV
Maximum force   2.069 eV/Å
Highest occupied orbital energy (spin up / spin down)   -8.1 / -9.9 eV
Relative energy (zero: lowest compared OMol25 entry of this formula, charge and spin)   110.04 kcal/mol

Positions of all 7 atoms, in Å:
C: 0.3299 0.7230 0.4643
C: 0.3587 0.5040 -0.8570
C: -0.5982 -0.2527 -0.0926
F: -1.9132 -0.2099 -0.0877
H: 0.8507 0.9503 1.4408
H: 0.9966 0.6987 -1.7680
H: -0.0246 -2.4134 0.9002



5.
The following is a quantum chemistry calculation of a cluster of 2 separate species, C3H3F2N in total in a non-equilibrium geometry, from OMol25.

Frontier orbital gap (spin up / spin down)   8.44 / 8.86 eV
Maximum force   3.653 eV/Å
Highest occupied orbital energy (spin up / spin down)   -9.2 / -9.2 eV
Relative energy (zero: lowest compared OMol25 entry of this formula, charge and spin)   83.99 kcal/mol

Positions of all 9 atoms, in Å:
C: -0.9498 -0.4504 -1.4075
C: 1.0957 0.6881 0.7260
C: -0.8986 -0.5362 -0.0196
N: -1.0401 -0.3425 -2.5480
F: 1.9868 0.3789 -0.2109
F: -0.6768 -1.7126 0.5731
H: 1.2518 0.1481 1.6458
H: 0.7818 1.7160 0.6810
H: -1.5508 0.1107 0.5601



6.
The following is a quantum chemistry calculation of the molecule C3H3F2NO2 in a non-equilibrium geometry, from OMol25.

Frontier orbital gap   9.54 eV
Maximum force   2.310 eV/Å
Highest occupied orbital energy   -10.2 eV
Structure (SMILES)   NC(=O)C(=O)C(F)F
Relative energy (zero: lowest compared OMol25 entry of this formula, charge and spin)   2.27 kcal/mol

Positions of all 11 atoms, in Å:
N: 1.7082 1.0175 -1.2250
C: 0.4806 0.6380 -0.8902
O: -0.5861 1.0811 -1.2283
C: 0.5370 -0.4850 0.1138
O: 1.5737 -1.0817 0.3956
C: -0.7406 -0.6835 0.9370
F: -1.7492 -0.9726 0.0990
F: -1.0607 0.4578 1.6133
H: 1.8125 1.7422 -1.8614
H: 2.5039 0.5094 -0.8739
H: -0.5465 -1.5524 1.5983



7.
The following is a quantum chemistry calculation of the molecule C3H3F2NS in a non-equilibrium geometry, from OMol25.

Frontier orbital gap   8.14 eV
Maximum force   7.565 eV/Å
Highest occupied orbital energy   -8.4 eV
Structure (SMILES)   F/C=C(F)/C=N\S
Relative energy (zero: lowest compared OMol25 entry of this formula, charge and spin)   79.36 kcal/mol

Positions of all 10 atoms, in Å:
F: 1.7233 1.8896 1.6272
C: 1.0389 0.7455 1.6061
C: 0.1912 0.3734 0.4683
F: 0.2192 1.0676 -0.7313
C: -0.6851 -0.7730 0.2300
N: -0.8144 -1.2215 -1.0196
S: -0.7180 -1.0622 -2.7094
H: 1.0017 0.1614 2.4484
H: -1.4881 -1.4522 0.9336
H: -0.4687 0.2714 -2.8532



8.
The following is a quantum chemistry calculation of a cluster of 2 separate species, C3H3F2NS in total in a non-equilibrium geometry, from OMol25.

Frontier orbital gap   8.14 eV
Maximum force   4.313 eV/Å
Highest occupied orbital energy   -9.2 eV
Relative energy (zero: lowest compared OMol25 entry of this formula, charge and spin)   116.88 kcal/mol

Positions of all 10 atoms, in Å:
C: 1.5873 -0.8221 0.9413
C: -1.6979 0.5677 0.0145
C: 0.0196 -0.7785 -1.1878
N: -0.9201 -0.2511 -0.5470
F: -2.7891 0.2822 0.5675
F: 0.1235 2.5782 0.8998
S: 1.5113 -1.6323 -0.4351
H: 2.4547 -1.1001 1.6191
H: -0.4945 1.9592 0.4484
H: 0.2052 -0.8032 -2.3207



9.
The following is a quantum chemistry calculation of a cluster of 2 separate species, C3H3F2O2 in total in a non-equilibrium geometry, from OMol25.

Frontier orbital gap   5.32 eV
Maximum force   3.692 eV/Å
Total charge   -1
Highest occupied orbital energy   -1.7 eV
Relative energy (zero: lowest compared OMol25 entry of this formula, charge and spin)   50.79 kcal/mol

Positions of all 10 atoms, in Å:
C: 2.4684 0.7326 0.1517
C: -1.3028 0.1821 -0.3796
C: -0.3960 -0.7487 0.5307
O: 1.8980 1.4813 -0.5227
O: 3.2318 0.0719 0.8108
F: -1.2691 -1.2575 1.4929
F: -0.1343 -1.8091 -0.3151
H: -1.6548 1.1232 -0.0030
H: -0.5944 0.6048 -1.0768
H: -2.2466 -0.3805 -0.6888



10.
The following is a quantum chemistry calculation of the molecule C3H3F3 in a non-equilibrium geometry, from OMol25.

Frontier orbital gap   11.72 eV
Maximum force   5.689 eV/Å
Highest occupied orbital energy   -10.6 eV
Structure (SMILES)   C=CC(F)(F)F
Relative energy (zero: lowest compared OMol25 entry of this formula, charge and spin)   21.74 kcal/mol

Positions of all 9 atoms, in Å:
C: 0.4570 -0.6775 -1.1673
C: -0.4145 0.1861 -0.6765
C: -0.1974 0.3549 1.0385
F: 0.9031 -0.2749 1.3869
F: -0.0113 1.5937 1.3800
F: -1.3068 -0.0492 1.6043
H: 0.4443 -1.1278 -2.1204
H: 1.1346 -1.0948 -0.4232
H: -1.0090 1.0894 -1.0222



no.,calculated total energy (Ha)
1,-1823.458828
2,-2082.041578
3,-215.750505
4,-215.706979
5,-370.456202
6,-521.084779
7,-768.633959
8,-768.574178
9,-466.316291
10,-415.657462